45
Properties=species:S:1:pos:R:3 method="wB97M-V/def2-TZVPD" smiles=Clc1ccccc1Cc1noc(CN2CCN(c3cnccn3)CC2)n1 lumo_energy_ev=0.7241 orbital_gap_ev=8.7991 e_above_lowest_kj_mol=8.4
Cl -4.221 -2.317 0.930
C -4.800 -0.918 0.092
C -6.061 -0.434 0.402
C -6.541 0.693 -0.241
C -5.761 1.332 -1.190
C -4.506 0.838 -1.497
C -4.008 -0.297 -0.870
C -2.622 -0.795 -1.194
C -1.670 -0.103 -0.288
N -1.276 -0.569 0.862
O -0.464 0.396 1.378
C -0.431 1.390 0.484
C 0.441 2.581 0.705
N 1.849 2.305 0.498
C 2.442 1.440 1.505
C 3.961 1.437 1.317
N 4.296 0.995 -0.020
C 4.600 -0.316 -0.228
C 4.748 -0.903 -1.505
N 5.112 -2.154 -1.657
C 5.345 -2.878 -0.565
C 5.206 -2.318 0.692
N 4.836 -1.060 0.862
C 3.681 1.839 -1.015
C 2.159 1.830 -0.839
N -1.153 1.131 -0.563
H -6.656 -0.939 1.147
H -7.522 1.070 0.003
H -6.129 2.215 -1.690
H -3.891 1.338 -2.230
H -2.553 -1.870 -1.034
H -2.368 -0.544 -2.224
H 0.131 3.357 0.001
H 0.310 2.940 1.728
H 2.193 1.833 2.492
H 2.074 0.404 1.438
H 4.431 0.763 2.032
H 4.346 2.453 1.446
H 4.575 -0.359 -2.422
H 5.640 -3.905 -0.720
H 5.386 -2.880 1.599
H 3.948 1.522 -2.021
H 4.047 2.859 -0.859
H 1.691 2.497 -1.565
H 1.785 0.806 -1.017



105
Properties=species:S:1:pos:R:3 method="wB97M-V/def2-TZVPD" lumo_energy_ev="0.4374 / 0.4249" orbital_gap_ev="7.6453 / 7.9907" e_above_lowest_kj_mol=44.4 multiplicity=4
V 1.257 0.916 -1.175
N -0.016 -0.415 -3.861
N 0.854 -1.510 -3.854
C 1.411 -2.033 -2.762
N 2.217 -3.094 -2.947
S 1.051 -1.524 -1.178
H 0.513 0.404 -3.562
H -0.726 -0.587 -3.154
H 1.247 -1.727 -4.755
H 2.633 -3.239 -3.853
H 2.780 -3.355 -2.155
C 1.144 7.652 2.762
C 1.265 6.194 2.415
C 0.824 5.219 3.310
C 0.948 3.875 3.013
C 1.517 3.498 1.801
C 1.967 4.444 0.896
C 1.836 5.789 1.214
S 1.577 1.778 1.427
O 2.659 1.554 0.450
O 1.707 1.075 2.671
N 0.231 1.344 0.674
C -0.592 2.171 -0.077
C -1.353 3.238 0.407
C -2.144 3.936 -0.480
C -2.177 3.568 -1.823
C -1.404 2.503 -2.227
N -0.634 1.812 -1.380
H 0.149 7.882 3.145
H 1.332 8.282 1.894
H 1.863 7.923 3.537
H 0.383 5.520 4.254
H 0.620 3.114 3.711
H 2.390 4.133 -0.049
H 2.183 6.535 0.509
H -1.320 3.485 1.457
H -2.746 4.764 -0.127
H -2.788 4.097 -2.540
H -1.390 2.176 -3.260
C -1.662 0.166 3.831
C -1.415 -1.183 4.525
C 0.049 -1.627 4.443
Sb 0.680 -2.037 2.421
C 2.773 -2.288 2.822
C 3.641 -2.394 1.737
C 5.009 -2.540 1.928
C 5.530 -2.571 3.213
C 4.677 -2.456 4.301
C 3.309 -2.317 4.106
C 0.221 -4.145 2.472
C 0.796 -4.976 1.511
C 0.461 -6.320 1.431
C -0.473 -6.858 2.307
C -1.060 -6.043 3.264
C -0.712 -4.699 3.344
Sb -3.391 0.410 2.561
C -4.675 -0.794 3.790
C -5.462 -1.818 3.271
C -6.304 -2.555 4.095
C -6.373 -2.275 5.452
C -5.599 -1.252 5.981
C -4.761 -0.517 5.154
C -3.070 -1.069 1.044
C -2.777 -2.411 1.286
C -2.609 -3.305 0.238
C -2.750 -2.872 -1.074
C -3.053 -1.543 -1.331
C -3.204 -0.649 -0.278
H -0.810 0.454 3.217
H -1.772 0.963 4.574
H -2.068 -1.962 4.122
H -1.705 -1.098 5.576
H 0.227 -2.512 5.058
H 0.701 -0.830 4.809
H 3.250 -2.336 0.726
H 5.668 -2.616 1.072
H 6.597 -2.678 3.366
H 5.077 -2.475 5.308
H 2.663 -2.233 4.971
H 1.521 -4.569 0.812
H 0.926 -6.950 0.682
H -0.740 -7.905 2.244
H -1.789 -6.453 3.953
H -1.183 -4.084 4.104
H -5.413 -2.058 2.215
H -6.905 -3.351 3.674
H -7.027 -2.852 6.094
H -5.647 -1.026 7.039
H -4.162 0.277 5.588
H -2.688 -2.782 2.301
H -2.362 -4.338 0.451
H -2.624 -3.569 -1.892
H -3.175 -1.201 -2.352
H -3.430 0.391 -0.494
O 2.071 3.170 -1.960
C 2.806 2.485 -2.678
C 4.039 2.952 -3.420
C 4.604 1.651 -3.983
C 3.548 0.602 -3.636
O 3.584 -0.556 -4.005
N 2.566 1.164 -2.855
H 4.704 3.479 -2.737
H 3.735 3.660 -4.192
H 5.536 1.354 -3.500
H 4.780 1.656 -5.057



30
Properties=species:S:1:pos:R:3 method="wB97M-V/def2-TZVPD" lumo_energy_ev=-3.7003 orbital_gap_ev=7.7858 e_above_lowest_kj_mol=98.0 charge=+1
C -1.895 -2.287 -0.926
C -0.710 -2.004 -1.581
C -1.803 -0.479 0.607
C -0.551 -0.106 -0.022
C -2.526 -1.529 0.136
C -0.102 -0.837 -1.141
C 0.193 1.065 0.444
C 1.382 1.389 -0.227
C 1.771 0.535 -1.348
C -3.973 -2.014 0.437
C -0.436 1.802 1.596
N 1.018 -0.421 -1.862
N 2.271 2.397 0.092
N 2.950 0.858 -1.974
I 3.818 -0.757 0.464
H -2.582 -3.084 -1.289
H -0.338 -2.592 -2.451
H -2.266 0.162 1.495
H -4.528 -2.141 -0.571
H -3.932 -2.964 0.969
H -4.425 -1.235 1.008
H 0.336 2.109 2.303
H -1.064 1.092 2.158
H -0.925 2.623 1.153
H 1.269 -0.918 -2.705
H 2.045 3.098 0.853
H 2.856 -1.162 1.691
H 3.228 2.452 -0.275
H 3.113 0.370 -2.858
H 3.203 1.773 -2.214



32
Properties=species:S:1:pos:R:3 method="wB97M-V/def2-TZVPD" smiles="C=Cc1ccc(CC[C@@](F)(Br)C(F)(F)Br)c2nccnc12" lumo_energy_ev=-0.5026 orbital_gap_ev=7.2146
C -2.657 -3.870 1.598
C -2.839 -3.242 0.364
C -2.097 -1.961 0.128
C -2.730 -0.794 0.432
C -2.052 0.442 0.250
C -0.768 0.465 -0.226
C -0.094 1.821 -0.363
C 1.274 1.890 0.337
C 1.765 3.306 0.627
F 0.777 4.200 0.836
Br 2.808 3.227 2.310
C 2.753 3.866 -0.449
F 3.983 3.381 -0.270
F 2.799 5.197 -0.313
Br 2.247 3.465 -2.280
C -0.096 -0.750 -0.549
N 1.180 -0.695 -1.031
C 1.723 -1.860 -1.263
C 1.049 -3.082 -1.041
N -0.184 -3.190 -0.619
C -0.759 -1.978 -0.370
H -3.422 -3.792 2.367
H -1.704 -4.375 1.756
H -3.446 -3.686 -0.425
H -3.736 -0.828 0.831
H -2.558 1.358 0.524
H -0.054 2.117 -1.412
H -0.744 2.556 0.114
H 1.197 1.307 1.253
H 2.049 1.403 -0.253
H 2.743 -1.893 -1.629
H 1.592 -4.003 -1.236